A cluster of 5 separate species, C20H39BN4O4 in total, computed with ωB97M-V with the def2-TZVPD basis set.

Orbital gap in eV: 9.204
Strongest force on any atom in eV/A: 2.4
HOMO in eV: -8.69

Structure (ORCA input):
```
! wB97M-V def2-TZVPD RIJCOSX def2/J DEFGRID3
* xyz 0 1
B 3.44705 -1.82356 -1.27542
C 3.45905 -0.26244 -1.63517
C 2.50812 0.10387 -2.86320
C 1.01314 -0.24854 -2.54963
C 0.51951 -1.57287 -2.95499
C -0.82299 -2.05257 -2.69833
C -1.73471 -1.16175 -1.99257
C -1.26838 0.16627 -1.62257
C 0.08803 0.65108 -1.88668
H 3.82556 -2.58161 -2.11770
H 3.04268 -2.29249 -0.26520
H 4.51035 -0.00437 -1.94998
H 3.19839 0.33537 -0.72421
H 2.84696 -0.51746 -3.73335
H 2.59625 1.20651 -3.06958
H 1.26421 -2.23619 -3.46505
H -1.06675 -3.08674 -3.02444
H -2.75769 -1.52529 -1.75704
H -2.00450 0.82494 -1.10779
H 0.39105 1.68190 -1.58187
C 3.79336 3.75562 1.51934
N 4.25690 3.70103 0.14568
C 5.67865 3.57968 -0.11715
C 3.40218 3.75973 -0.90022
O 3.72253 3.71828 -2.07492
H 4.24530 4.62047 2.01401
H 4.09648 2.83993 2.03431
H 2.70871 3.84580 1.56244
H 6.01084 4.43470 -0.70972
H 5.86354 2.66774 -0.68906
H 6.23520 3.54427 0.81808
H 2.34753 3.85088 -0.59123
C -2.57988 -3.10715 1.58867
N -1.16121 -3.17849 1.87384
C -0.26552 -2.23877 1.22288
C -0.64521 -4.09388 2.72735
O 0.53283 -4.20548 3.00837
H -2.73973 -3.26254 0.51867
H -2.95418 -2.12001 1.87292
H -3.12587 -3.86906 2.14480
H 0.46995 -2.79356 0.63720
H 0.25955 -1.65631 1.98319
H -0.82414 -1.57075 0.57044
H -1.41143 -4.75657 3.16459
C -6.88963 -3.43165 -3.66702
N -5.46936 -3.49747 -3.38671
C -4.57626 -2.55802 -4.04016
C -4.94532 -4.40822 -2.53325
O -3.76425 -4.51076 -2.25781
H -7.05274 -3.58958 -4.73563
H -7.26643 -2.44598 -3.38387
H -7.43093 -4.19407 -3.10753
H -3.83960 -3.11229 -4.62505
H -4.05263 -1.97706 -3.27989
H -5.13547 -1.88977 -4.69302
H -5.70494 -5.07382 -2.09055
C 0.89147 3.98108 6.29100
N 0.54048 3.92496 4.88555
C -0.80878 4.27765 4.48154
C 1.43007 3.55410 3.93832
O 1.19697 3.48698 2.74491
H 0.24548 3.30039 6.84994
H 0.74795 5.00048 6.65647
H 1.93068 3.69122 6.44295
H -1.26800 3.42603 3.97608
H -0.76863 5.11608 3.78357
H -1.40498 4.55272 5.35002
H 2.42308 3.30733 4.35040
*
```

The Löwdin scheme yields these atomic charges, measured in e: 0.004 -0.222 -0.164 -0.202 -0.044 -0.066 -0.114 -0.091 -0.025 0.023 0.015 0.102 0.087 0.112 0.108 0.109 0.102 0.077 0.095 0.107 -0.069 -0.197 -0.045 -0.353 -0.002 0.092 0.094 0.045 0.092 0.087 0.084 0.134 -0.056 -0.196 -0.033 -0.359 0.007 0.079 0.088 0.081 0.089 0.095 0.063 0.128 -0.061 -0.202 -0.034 -0.349 0.003 0.089 0.089 0.083 0.098 0.061 0.090 0.132 -0.056 -0.199 -0.040 -0.332 -0.009 0.091 0.090 0.084 0.094 0.094 0.087 0.137

=====

A structure of composition C29H39AuN4NbOP, computed with ωB97M-V with the def2-TZVPD basis set.

Orbital gap (alpha / beta) in eV: 4.462 / 4.459
Strongest force on any atom in eV/A: 8.7
Energy above the lowest of the compared OMol25 structures with the same formula, charge and spin in eV: 1.819
HOMO (alpha / beta) in eV: -14.12 / -14.12

Structure (ORCA input):
```
! wB97M-V def2-TZVPD RIJCOSX def2/J DEFGRID3
* xyz 2 1
N 0.36361 1.44602 -1.72960
C 1.31401 2.45647 -1.84450
O 1.88030 3.51975 -1.25209
Au 2.21984 1.76401 -3.34447
Nb -0.84677 0.00959 -0.88220
N -1.06186 -1.81588 -1.75922
N -2.45070 1.12877 -0.54825
C -1.69650 -2.20516 -2.99020
C -2.94295 2.29858 -1.23821
C -1.29739 -3.63837 -3.38575
C -3.24344 -2.15665 -2.91869
C -1.23450 -1.23142 -4.07002
C -2.24964 3.50948 -0.61000
C -4.43564 2.39615 -1.00861
C -2.70934 2.24116 -2.79211
H -0.18962 -3.74865 -3.29196
H -1.61568 -3.77780 -4.44023
H -1.84251 -4.42417 -2.80983
H -3.66859 -2.94101 -2.28448
H -3.62658 -2.35425 -3.93448
H -3.61579 -1.19711 -2.50755
H -1.51502 -0.19027 -3.78539
H -1.62114 -1.56983 -5.04426
H -0.14373 -1.33374 -4.07429
H -2.46585 3.58849 0.46146
H -2.67463 4.39833 -1.09192
H -1.16976 3.48355 -0.82190
H -4.73485 2.60061 0.01847
H -5.01625 1.50950 -1.30029
H -4.84913 3.24914 -1.54690
H -3.13839 3.20567 -3.21222
H -3.20796 1.29696 -3.17944
H -1.59913 2.13428 -2.93952
C -1.13808 -2.86297 -0.69804
H -0.72967 -2.55300 0.26704
H -2.18109 -3.18573 -0.73457
H -0.53430 -3.74510 -0.96438
C -3.00897 0.74694 0.72794
H -2.24419 0.19981 1.29133
H -3.13013 1.66749 1.26819
H -3.96375 0.19961 0.58860
N 0.09636 -0.32452 0.64898
P 1.46189 -0.23059 1.54659
C 2.67979 -1.30250 0.86381
C 3.17348 -1.02323 -0.41554
C 4.16483 -1.81087 -0.96822
C 4.65452 -2.89974 -0.24665
C 4.15102 -3.21152 1.01849
C 3.13875 -2.42077 1.55202
C 1.98782 1.45348 1.54234
C 1.05608 2.47989 1.60928
C 1.46645 3.80191 1.61402
C 2.83384 4.08212 1.57383
C 3.76710 3.06536 1.51003
C 3.34678 1.75104 1.47117
C 1.18793 -0.69853 3.22731
C -0.02321 -1.22552 3.69383
C -0.16296 -1.54806 5.05068
C 0.91349 -1.33689 5.92757
C 2.12760 -0.80740 5.46880
C 2.25195 -0.48738 4.12384
H 2.77048 -0.18433 -0.96069
H 4.53088 -1.58784 -1.97794
H 5.41287 -3.54010 -0.68893
H 4.52222 -4.06659 1.57449
H 2.73078 -2.67241 2.51837
H -0.00474 2.25786 1.64358
H 0.72987 4.60978 1.66990
H 3.16374 5.12406 1.58093
H 4.84183 3.28051 1.48392
H 4.05493 0.94049 1.38581
H -0.87027 -1.37567 3.03274
H -1.10715 -1.95521 5.44320
H 0.82428 -1.57596 6.98894
H 2.96736 -0.62899 6.14482
H 3.17519 -0.05113 3.76123
*
```

The Löwdin scheme yields these atomic charges, measured in e: -0.104 -0.567 -0.012 1.056 1.688 -0.245 -0.292 -0.704 -0.674 -0.045 -0.034 -0.056 -0.029 -0.058 -0.037 0.104 0.103 0.101 0.081 0.104 0.074 0.054 0.104 0.075 0.090 0.101 0.064 0.088 0.101 0.098 0.118 0.088 0.037 -0.113 0.050 0.088 0.089 -0.133 0.050 0.080 0.111 -0.388 0.875 -0.311 -0.106 -0.063 -0.040 -0.033 -0.050 -0.320 -0.092 -0.060 -0.056 -0.055 -0.077 -0.318 -0.067 -0.049 -0.042 -0.045 -0.079 0.061 0.115 0.120 0.122 0.111 0.099 0.126 0.127 0.127 0.110 0.092 0.122 0.120 0.123 0.112

=====

The ion C5H10NO4 with charge +1, computed with ωB97M-V with the def2-TZVPD basis set.

Orbital gap in eV: 11.705
Strongest force on any atom in eV/A: 6.5
Energy above the lowest of the compared OMol25 structures with the same formula, charge and spin in eV: 1.333
HOMO in eV: -14.88

Structure (ORCA input):
```
! wB97M-V def2-TZVPD RIJCOSX def2/J DEFGRID3
* xyz 1 1
O 1.87654 -1.70065 -0.28769
C 0.94058 -0.83302 -0.73815
O -0.41182 -1.37405 -0.75053
C -1.25322 -0.52781 0.11642
O -2.51512 -0.80214 -0.23001
N -1.07683 0.92507 -0.62800
C 0.20765 1.52513 -0.32626
C 1.04915 0.36505 0.26445
C 0.41695 0.00021 1.62625
O -0.91320 -0.41413 1.32597
H 2.09862 -2.38311 -1.07617
H 1.18040 -0.58583 -1.77161
H -3.03169 -1.49890 0.28591
H -1.86775 1.52941 -0.28710
H -1.16156 0.93923 -1.67930
H 0.20811 2.29133 0.41512
H 0.63526 1.81087 -1.21970
H 2.12968 0.50018 0.30052
H 1.04920 -0.62193 2.37743
H 0.43907 0.85510 2.28244
*
```

The Löwdin scheme yields these atomic charges, measured in e: 0.025 -0.385 0.064 -0.595 0.143 0.169 -0.074 -0.150 -0.055 0.124 0.210 0.166 0.200 0.209 0.214 0.140 0.118 0.170 0.184 0.126

=====

The ion C4H5Cl2O3P with charge -2, computed with ωB97M-V with the def2-TZVPD basis set.

Orbital gap in eV: 4.789
Strongest force on any atom in eV/A: 6.0
Energy above the lowest of the compared OMol25 structures with the same formula, charge and spin in eV: 1.297
HOMO in eV: 0.24

Structure (ORCA input):
```
! wB97M-V def2-TZVPD RIJCOSX def2/J DEFGRID3
* xyz -2 1
O 1.96089 0.22257 -1.79365
P 0.51980 0.26361 -2.16774
O -0.08599 -1.13699 -2.33006
O 0.04045 1.30180 -3.08931
C -0.32129 1.14474 -0.39712
C 0.10071 0.33792 1.12513
C 0.50372 -1.01320 0.85404
C -0.78157 -0.74984 1.47514
Cl -0.92362 -1.09614 3.21088
Cl -2.41722 -0.97815 0.69736
H 0.31736 2.05943 -0.22947
H -1.44367 1.39290 -0.32614
H 0.53055 0.94268 1.85148
H 0.55521 -1.27519 -0.18406
H 1.44468 -1.41612 1.30352
*
```

The Löwdin scheme yields these atomic charges, measured in e: -0.459 0.000 -0.496 -0.461 -0.156 -0.348 -0.224 -1.159 0.502 0.517 0.016 0.015 0.080 0.052 0.121

=====

An isolated molecule of C4H6Cl2, computed with ωB97M-V with the def2-TZVPD basis set.

Orbital gap in eV: 11.046
Strongest force on any atom in eV/A: 3.2
Energy above the lowest of the compared OMol25 structures with the same formula, charge and spin in eV: 0.706
HOMO in eV: -10.22

Structure (ORCA input):
```
! wB97M-V def2-TZVPD RIJCOSX def2/J DEFGRID3
* xyz 0 1
C 1.25779 -0.21851 -0.72560
C 0.11984 0.44796 0.00300
Cl 0.19682 2.24780 0.04449
C -0.40816 -0.19806 1.14919
C -1.24333 -0.12395 -0.11401
Cl -2.76438 0.83947 -0.27393
H 1.25840 -1.35082 -0.60585
H 1.27342 0.01019 -1.81575
H 2.27106 0.05178 -0.33707
H -0.73863 0.48318 1.96342
H 0.11841 -1.11006 1.41076
H -1.34126 -1.07898 -0.69863
*
```

The Löwdin scheme yields these atomic charges, measured in e: -0.097 -0.914 0.621 -0.166 -0.636 0.555 0.103 0.089 0.090 0.124 0.114 0.117

=====

An isolated molecule of C10H20ClN, computed with ωB97M-V with the def2-TZVPD basis set.

Orbital gap in eV: 11.067
Strongest force on any atom in eV/A: 3.9
Energy above the lowest of the compared OMol25 structures with the same formula, charge and spin in eV: 0.000
HOMO in eV: -10.22

Structure (ORCA input):
```
! wB97M-V def2-TZVPD RIJCOSX def2/J DEFGRID3
* xyz 0 1
H -3.74861 0.11859 1.33319
N -3.47402 -0.44651 0.61020
C -2.72745 -1.39160 0.91058
Cl -2.12999 -1.55413 2.61334
C -2.27787 -2.45186 -0.05535
C -0.84472 -2.13677 -0.69883
C -0.63429 -0.80979 -1.31733
C 0.79045 -0.25403 -1.04716
C 0.78115 0.52387 0.30754
C -0.19789 1.71324 0.49966
C -0.18095 2.85866 -0.50467
C 2.15188 0.96124 0.76055
C 3.33530 -0.02883 0.60238
H -2.97013 -2.50100 -0.88272
H -2.05416 -3.39499 0.46669
H -0.63471 -2.78325 -1.50258
H -0.07030 -2.34917 0.08736
H -0.55438 -0.75934 -2.38957
H -1.48259 -0.04292 -1.07534
H 1.34738 -1.11842 -0.88739
H 1.23242 0.28964 -1.86998
H 0.39915 -0.23939 1.19117
H -1.24453 1.40764 0.50136
H 0.13274 2.14173 1.45607
H -0.86252 2.69793 -1.37902
H 0.78432 3.15835 -1.05019
H -0.54774 3.78575 -0.20601
H 2.62051 1.73668 0.09850
H 2.11926 1.55512 1.67864
H 4.34868 0.48860 0.97719
H 3.41791 -0.23803 -0.41044
H 3.17571 -0.93701 1.18218
*
```

The Löwdin scheme yields these atomic charges, measured in e: 0.017 0.123 -0.753 0.575 -0.166 -0.198 -0.224 -0.156 -0.331 -0.227 -0.117 -0.267 -0.109 0.110 0.105 0.095 0.121 0.098 0.127 0.072 0.118 0.170 0.081 0.104 0.077 0.096 0.032 0.113 0.104 0.121 0.027 0.063